Entry 1:
The following is a DFT calculation (ωB97M-V with the def2-TZVPD basis set) of 2 unconnected molecules or ions with the total composition C2H4NS in a non-equilibrium geometry.

As for the net charge: +1. Its HOMO energy is -0.5170 hartree. The energy above the lowest of the compared OMol25 structures with the same formula, charge and spin is 229.1 kJ/mol. The largest force on an atom comes out at 3.74 eV/A. As for the HOMO-LUMO gap: 8.43 eV.

CARTESIAN COORDINATES (ANGSTROEM)
C: -0.03605 0.38191 -0.15417
C: 0.03928 -0.98269 1.55619
N: -0.19313 0.63551 -1.46287
S: 1.37018 -1.70169 1.60993
H: 0.31788 1.19132 0.48875
H: -1.01734 -1.01594 1.88225
H: -0.13649 1.62786 -1.83249
H: -0.34434 -0.13627 -2.08757


Entry 2:
The following is a DFT calculation (ωB97M-V with the def2-TZVPD basis set) of a molecular structure, C2H4NS in a non-equilibrium geometry.

As for the net charge: +1. As for the spin multiplicity: 3. Its HOMO energy (spin up / spin down) is -0.4704 / -0.6118 hartree. Its expectation value of S² is 2.009. The energy above the lowest of the compared OMol25 structures with the same formula, charge and spin is 314.9 kJ/mol. The largest force on an atom comes out at 4.42 eV/A. As for the HOMO-LUMO gap (spin up / spin down): 8.82 / 9.91 eV.

CARTESIAN COORDINATES (ANGSTROEM)
C: 0.06858 -0.97692 0.57814
C: 0.71209 0.79185 -0.56889
N: -0.55137 0.28010 0.20820
S: 1.36960 -0.77693 -0.53680
H: -0.10311 -1.81122 1.19990
H: 0.49872 1.46774 -1.37251
H: -1.13874 0.15863 -0.52477
H: -0.85578 0.86675 1.01674


Entry 3:
The following is a DFT calculation (ωB97M-V with the def2-TZVPD basis set) of a molecular structure, C2H4Na2O in a non-equilibrium geometry.

As for the net charge: +1. As for the spin multiplicity: 2. Its HOMO energy (spin up / spin down) is -0.3285 / -0.5410 hartree. Its expectation value of S² is 0.750. The energy above the lowest of the compared OMol25 structures with the same formula, charge and spin is 0.0 kJ/mol. The largest force on an atom comes out at 5.72 eV/A. As for the HOMO-LUMO gap (spin up / spin down): 5.26 / 10.99 eV.

CARTESIAN COORDINATES (ANGSTROEM)
O: 0.03116 0.09834 0.70863
Na: -0.40454 0.35262 -1.71112
C: 0.57868 -0.70164 1.51961
C: 1.84439 -1.31782 1.08531
H: 0.21048 -0.69846 2.54667
H: 2.32706 -0.77960 0.27203
H: 2.11305 -2.36672 0.99652
Na: -1.59381 1.84417 -0.04763
H: 1.77370 -1.33193 2.21262


Entry 4:
The following is a DFT calculation (ωB97M-V with the def2-TZVPD basis set) of a molecular structure, C2H4O12RbS3 in a non-equilibrium geometry.

As for the net charge: -3. Its HOMO energy is 0.0667 hartree. The energy above the lowest of the compared OMol25 structures with the same formula, charge and spin is 0.0 kJ/mol. The largest force on an atom comes out at 1.24 eV/A. As for the HOMO-LUMO gap: 3.84 eV.

CARTESIAN COORDINATES (ANGSTROEM)
Rb: -2.13551 -0.87158 0.14144
S: -2.59162 -4.69397 1.08726
O: -3.02662 -5.70132 0.07389
O: -3.31057 -3.41491 0.72290
O: -2.97079 -5.13457 2.45962
O: -1.12962 -4.45602 1.04404
S: 0.56504 -0.50038 -2.25932
O: 0.99655 -1.61647 -3.11205
O: -0.84823 -0.09824 -2.56107
O: 0.55732 -0.87331 -0.81311
O: 1.45990 0.68314 -2.46190
C: 1.83984 1.71408 -0.01617
C: 0.40828 2.13247 -0.35275
O: -0.04996 3.00899 0.73811
S: 1.12035 3.26457 1.76579
O: 0.61794 3.17970 3.09141
O: 1.83339 4.44901 1.40189
O: 1.96376 2.00057 1.41764
H: 2.56849 2.31955 -0.55153
H: 1.97265 0.64706 -0.17790
H: -0.18365 1.23353 -0.38554
H: 0.34307 2.72807 -1.25266


Entry 5:
The following is a DFT calculation (ωB97M-V with the def2-TZVPD basis set) of 2 unconnected molecules or ions with the total composition C2H4O2 in a non-equilibrium geometry.

Its HOMO energy (spin up / spin down) is -0.3702 / -0.3534 hartree. The energy above the lowest of the compared OMol25 structures with the same formula, charge and spin is 553.2 kJ/mol. The largest force on an atom comes out at 4.44 eV/A. As for the HOMO-LUMO gap (spin up / spin down): 9.92 / 7.54 eV.

CARTESIAN COORDINATES (ANGSTROEM)
O: 0.99545 -0.75875 -1.26277
C: -0.91983 0.48073 -0.15120
C: -0.14369 0.01265 0.85618
O: 0.95143 -0.65895 0.72738
H: 1.89690 -0.92400 -0.95428
H: -0.45455 0.69721 -1.11004
H: -1.92048 0.85096 0.03179
H: -0.39908 0.30210 1.88753


Entry 6:
The following is a DFT calculation (ωB97M-V with the def2-TZVPD basis set) of a single C2H4O2S molecule in a non-equilibrium geometry.

Its SMILES is O[C@@]1(S)CO1. Its HOMO energy is -0.3454 hartree. The energy above the lowest of the compared OMol25 structures with the same formula, charge and spin is 252.0 kJ/mol. The largest force on an atom comes out at 4.81 eV/A. As for the HOMO-LUMO gap: 10.14 eV.

CARTESIAN COORDINATES (ANGSTROEM)
O: -0.55635 -0.78852 1.09007
C: -0.19254 -0.24799 -0.09110
S: -1.57728 0.30286 -0.99792
C: 1.12209 0.49518 -0.10810
O: 0.90411 -0.70104 -0.78193
H: -0.46429 -1.77652 1.10982
H: -1.99658 0.96825 -0.06302
H: 1.07024 1.20249 -0.86584
H: 1.69060 0.54529 0.70801


Entry 7:
The following is a DFT calculation (ωB97M-V with the def2-TZVPD basis set) of a single C2H4O2S molecule in a non-equilibrium geometry.

Its SMILES is O=C(S)CO. Its HOMO energy is -0.3582 hartree. The energy above the lowest of the compared OMol25 structures with the same formula, charge and spin is 294.9 kJ/mol. The largest force on an atom comes out at 7.56 eV/A. As for the HOMO-LUMO gap: 9.64 eV.

CARTESIAN COORDINATES (ANGSTROEM)
O: 1.36856 1.66715 -0.04072
C: 0.84994 0.60422 -0.11843
S: 1.93805 -0.80180 -0.13670
C: -0.69777 0.36920 -0.21284
O: -0.80058 -0.98102 -0.17298
H: 1.03824 -1.74522 0.13636
H: -1.12533 0.79686 0.82880
H: -1.31042 0.91636 -1.18727
H: -1.26069 -0.82575 0.90379


Entry 8:
The following is a DFT calculation (ωB97M-V with the def2-TZVPD basis set) of a single C2H4O2S molecule in a non-equilibrium geometry.

Its SMILES is C=[S@@]1(=O)CO1. Its HOMO energy is -0.3330 hartree. The energy above the lowest of the compared OMol25 structures with the same formula, charge and spin is 570.2 kJ/mol. The largest force on an atom comes out at 5.69 eV/A. As for the HOMO-LUMO gap: 9.25 eV.

CARTESIAN COORDINATES (ANGSTROEM)
C: -1.50334 1.04806 0.42391
S: -0.26698 -0.25419 0.09091
O: -1.09618 -1.41115 -0.29812
C: 1.43239 -0.53707 -0.27984
O: 0.84662 -0.69260 1.05874
H: -0.97217 1.93029 0.43891
H: -2.07573 1.02832 -0.46032
H: 1.61913 -1.44918 -0.65062
H: 2.01627 0.33753 -0.32358


| no. | total energy (eV) |
| --- | --- |
| 1 | -14452.96247 |
| 2 | -14451.68879 |
| 3 | -13010.18295 |
| 4 | -59868.93707 |
| 5 | -6228.57404 |
| 6 | -17066.65932 |
| 7 | -17066.21386 |
| 8 | -17063.36060 |